A molecular structure, C5H11Cl3CoF2GeO3PSbSe4Te at a distorted geometry, computed with ωB97M-V with the def2-TZVPD basis set.

**HOMO (spin up / spin down)**: -2.25 / -2.22 eV
**Multiplicity**: 2
**E_LUMO (spin up / spin down)**: 0.128 / 0.130 hartree
**Net charge**: -2
**Energy**: -433164.0524 eV
**ΔE to the lowest compared entry with this formula, charge and spin**: 206.0 kJ/mol

CARTESIAN COORDINATES (ANGSTROEM)
Co: 0.56 -1.27 1.27
Se: 4.17 0.18 6.00
Sb: 2.41 1.22 4.76
Se: 1.85 -0.16 2.70
Se: 2.67 3.57 4.13
Se: 0.37 1.92 5.92
F: -0.09 -3.94 2.00
C: 0.62 -2.81 2.44
F: 0.05 -2.55 3.66
H: 1.65 -3.15 2.60
C: -4.56 1.08 -1.30
C: -3.38 0.19 -1.62
O: -2.29 0.60 -0.79
P: -0.89 -0.19 -0.89
O: 0.04 0.47 0.09
Te: -1.10 -2.48 -0.36
O: -0.44 0.04 -2.41
C: 0.02 1.36 -2.77
C: 1.53 1.41 -2.74
H: -5.45 0.72 -1.83
H: -4.37 2.11 -1.60
H: -4.76 1.07 -0.23
H: -3.10 0.27 -2.67
H: -3.61 -0.86 -1.41
H: -0.41 2.10 -2.10
H: -0.37 1.54 -3.77
H: 1.89 1.29 -1.72
H: 1.88 2.37 -3.12
H: 1.95 0.61 -3.34
Cl: 4.17 0.06 -0.16
Ge: 2.66 -1.47 0.20
Cl: 3.89 -3.13 0.95
Cl: 2.44 -2.16 -1.92

***

2 unconnected molecules or ions with the total composition C4H6Cl2O at a distorted geometry, computed with ωB97M-V with the def2-TZVPD basis set.

**HOMO (spin up / spin down)**: -8.26 / -8.14 eV
**Multiplicity**: 1
**E_LUMO (spin up / spin down)**: -0.004 / -0.006 hartree
**Energy**: -31333.7361 eV
**ΔE to the lowest compared entry with this formula, charge and spin**: 355.2 kJ/mol

CARTESIAN COORDINATES (ANGSTROEM)
C: 1.11 0.00 -0.24
C: 2.46 -0.70 -0.09
C: -1.69 0.88 0.39
C: -1.42 -0.47 -0.19
O: 0.96 1.17 -0.35
Cl: -3.40 1.32 -0.14
Cl: -1.69 -1.83 0.74
H: -1.74 -0.54 -1.27
H: 3.09 -0.47 -1.00
H: 2.44 -1.84 0.26
H: 3.01 -0.16 0.59
H: -1.95 1.00 1.44
H: -1.18 1.63 -0.14